Record 1
Computed, not measured: 10 unconnected molecules or ions with the total composition C18H57NO15, with ωB97M-V with the def2-TZVPD basis set.

Energy relative to the best compared isomer or geometry (same formula, charge and spin) in kJ/mol: 0.0
Electronic energy in a.u.: -1903.18938
Orbital gap in eV: 9.07
LUMO level in eV: 0.54
SMILES: COC[C@H](C)N.OCCO.OCCO.OCCO.OCCO.OCCO.CO.CO.CO.CO
Highest occupied orbital energy in eV: -8.5

XYZ file:
```
91
Properties=species:S:1:pos:R:3:forces:R:3
H 0.3289 1.3590 -0.2363 -0.3 -0.1 -0.1
C -1.0903 -2.9097 -4.5603 0.0 1.3 -1.1
O 3.0863 -1.8715 -2.3723 0.3 -0.3 0.6
C -4.4902 1.4548 2.6420 0.1 0.4 -1.6
H 1.6627 1.8529 5.5154 0.5 -0.4 -0.5
H 3.2070 -2.1834 -0.2537 0.3 0.1 -0.2
C -0.2827 -1.7579 -3.9233 1.1 -0.2 -0.9
H 3.8613 1.6788 4.1179 -0.1 -0.6 0.0
C 0.2783 3.6838 1.2984 -0.6 0.3 -0.1
H 1.8233 0.2787 4.7113 -0.3 -0.7 -0.2
H 3.6445 -3.5884 -1.3441 -0.2 0.3 0.4
H -1.2547 -4.0139 2.5633 0.3 0.0 0.6
H 4.9076 2.7558 -1.1063 0.3 -0.4 0.0
H 1.9733 -3.0586 -1.1457 -0.2 0.0 0.0
O -0.1898 0.6538 -0.6812 -0.1 0.7 -0.3
O 3.0511 3.3773 -0.6444 -0.5 0.5 0.6
O 0.9504 2.6208 0.6306 0.6 -0.3 0.7
O 0.5345 1.7215 3.8094 0.5 -0.6 0.1
H -0.5660 3.9783 0.6635 0.3 0.4 0.0
H -3.0883 -4.0814 1.1760 -0.6 0.1 -0.1
H -0.7917 -3.8830 -4.1833 -0.1 0.1 0.4
O -2.1652 2.3853 -1.5922 -0.2 0.3 0.3
C 1.9480 -1.9966 2.8746 1.3 -0.3 -1.0
C -3.6831 0.1839 2.6695 0.5 -0.2 -0.3
H -1.2297 -1.0019 -0.1922 -0.1 0.0 0.2
H -0.9804 -3.9879 0.8550 0.1 0.2 -0.3
C -0.6182 -0.2462 0.3031 0.5 -1.1 -0.2
O -4.1947 2.1731 3.7809 0.3 0.8 1.7
H -3.7364 -1.3757 1.5235 0.2 -1.0 -0.1
O -2.8033 -3.2265 1.5012 0.2 0.3 -0.2
H -1.4173 -1.4351 -2.2769 0.7 -0.6 -0.5
H 0.1120 -1.1426 -1.9618 -0.1 -0.5 -1.2
H -3.9146 2.2630 -0.3866 -0.2 0.7 -0.5
C 3.6281 0.9797 -0.8850 0.1 1.8 0.0
H -3.9643 -0.0759 -3.7652 0.0 -0.1 -0.4
H 1.7830 2.9038 0.1688 -0.3 0.5 0.3
H 2.9138 -0.4318 2.2223 0.0 0.3 -0.2
C -4.1462 1.1878 -2.3092 -1.5 -0.2 0.4
H 4.3930 2.4488 0.5837 -0.2 -0.1 -0.4
C 1.7154 1.3324 4.5278 0.2 1.9 0.4
H 0.2849 -0.7470 0.6779 -0.2 -0.2 0.4
C -0.5391 -0.4009 -4.5904 -0.4 0.5 0.1
C 1.9155 -3.4531 2.4380 0.7 0.5 -1.7
H 2.0563 1.7320 1.9168 0.5 -0.6 0.3
H 0.9412 4.5380 1.5550 -0.3 -0.5 -0.4
H -2.1612 -2.6847 -4.3992 0.3 -0.5 0.0
C 2.9994 -2.7055 -1.1904 -0.3 -0.4 -0.6
O 2.8104 1.2851 2.3898 -0.4 0.3 -0.8
N -0.4675 -1.8019 -2.5203 -1.2 1.2 2.7
H -1.2052 0.1581 1.1214 0.0 0.4 0.1
H -3.0096 0.8475 -0.5281 -0.1 -0.2 -0.2
H -4.0218 -0.4563 3.4901 0.0 -0.1 -0.2
H 2.2260 -1.9442 3.9356 -0.2 0.0 -0.1
H 2.8380 2.9070 3.5760 -0.4 0.9 0.1
H 0.1400 1.9880 -5.5789 0.0 0.0 0.0
H -0.3410 -0.4726 -5.6679 0.0 0.0 0.0
H 1.0231 -5.0286 3.1216 0.2 0.4 0.3
C 2.8775 1.8428 3.6756 -0.1 -0.1 0.6
O 3.5378 0.9413 -2.2972 -0.1 0.0 0.1
H 4.0209 -1.8923 -2.6010 -0.1 0.3 -0.2
H -1.4073 1.7779 -1.4730 -0.3 0.1 0.1
H -0.1709 3.3130 2.2199 0.3 -0.1 0.0
O 1.2780 -4.1507 3.4519 -0.9 -1.3 0.2
H 2.6591 0.8222 -0.4180 -0.2 -0.3 0.1
O -3.6710 -0.0497 -2.8593 1.3 0.2 0.2
H -0.2058 1.4526 4.3471 -0.5 -0.1 0.1
H 3.0417 0.1448 -2.5602 0.1 0.2 0.2
H -4.3189 1.9366 -3.1157 0.4 -0.2 0.6
C -0.0480 1.9333 -4.4974 -0.4 -0.8 -0.9
H -1.1119 2.1431 -4.3520 0.0 0.1 0.3
H 0.5730 2.6887 -4.0393 0.1 0.0 0.5
H 2.9458 -3.8539 2.2253 -0.6 0.5 0.4
C 4.0944 2.4062 -0.4730 -0.4 -0.6 -0.9
H -0.8442 -2.4945 1.7738 -0.3 0.4 0.0
O 0.2821 0.6379 -4.0266 -0.2 -0.5 0.2
C -1.4036 -3.4140 1.6804 0.1 -0.8 0.0
H -0.8970 -2.9239 -5.6556 -0.3 0.0 0.5
H -5.5593 1.3154 2.5015 -0.2 -0.5 0.2
O -3.7888 -0.4397 1.3813 -0.2 1.0 0.8
H 0.7752 -1.9611 -4.0938 0.2 -0.1 -0.1
H -4.1732 2.0207 1.7530 0.1 -0.1 0.0
H -5.1202 0.8391 -1.9621 -0.5 0.9 0.5
H -4.7113 2.9859 3.8478 0.1 -0.3 -0.2
H -1.6097 -0.1461 -4.4605 0.3 0.1 0.0
H 4.3412 0.2959 -0.4661 0.4 -0.7 0.1
C -3.3279 1.7134 -1.1193 1.0 -1.5 -1.0
H 0.9833 -1.5418 2.6686 -0.3 0.1 0.4
H 2.5493 3.3100 -1.4666 0.7 -0.4 -0.4
H 1.4016 -3.4829 1.4256 0.2 -0.2 1.1
H -2.6166 0.4463 2.8804 -0.6 -0.1 -0.1
O 2.9396 -1.3822 2.0400 -0.3 -0.4 0.4
```
Positions in Å, forces in eV/Å.

---

Record 2
Computed, not measured: a molecular structure, C18H58BInO16, with ωB97M-V with the def2-TZVPD basis set.

Total charge: +2
Energy relative to the best compared isomer or geometry (same formula, charge and spin) in kJ/mol: 0.0
Electronic energy in a.u.: -2138.41292
Orbital gap in eV: 2.34
LUMO level in eV: -12.02
Highest occupied orbital energy in eV: -14.4

XYZ file:
```
94
Properties=species:S:1:pos:R:3:forces:R:3
H 2.7710 1.0648 -5.9630 -0.2 0.1 0.1
H -0.1260 -0.8479 0.5859 -1.2 -3.3 1.4
H -2.2147 2.9967 0.1924 0.0 0.1 -0.4
C -1.4322 3.6632 -3.2922 1.6 -0.5 1.2
O -0.0640 4.0563 -2.9080 -2.2 0.0 -2.2
C -1.4868 2.2298 -3.9004 -0.1 -0.7 0.1
C 2.3911 0.6628 -5.0238 0.7 0.8 2.0
C 1.3008 -3.6398 3.4997 0.8 -2.0 1.3
O -2.6889 -1.2425 -1.8343 0.8 0.4 0.5
O -3.9259 1.5073 -1.5213 0.7 0.0 0.4
H 1.9578 2.6572 -4.1506 -0.7 -0.2 0.0
O -1.3722 1.2699 -2.8483 1.8 -0.2 -0.6
H -0.7863 -4.0815 -0.3788 0.3 0.0 0.1
H -2.4340 1.9673 -4.3716 -0.4 0.9 -0.2
O 1.9980 1.2243 -2.6236 0.2 -1.0 -1.6
H 1.6376 4.4773 0.2910 -0.3 -0.1 -0.6
H 1.0978 -5.8133 3.4496 -0.1 0.1 -1.0
H -4.0565 0.2155 1.6241 0.6 0.2 0.4
O -1.1814 -3.3089 -0.7893 0.4 0.3 -1.2
H 3.3282 1.9294 0.5726 -0.3 -0.4 -0.3
H -3.4721 -0.8777 -2.2528 0.2 0.4 -0.6
H -3.2606 2.9854 1.5580 -1.0 0.5 -0.5
C 3.1291 -2.8909 -0.4471 1.3 1.1 -0.3
H -4.7352 1.3632 -2.0172 -0.2 0.2 0.0
C -3.0509 2.4520 0.6308 0.6 -0.4 -0.1
H 3.6702 3.4888 1.1991 -0.1 0.3 0.2
H -4.5088 3.3117 -0.6358 0.3 0.3 -0.4
C 1.8729 -5.0599 3.5896 -0.7 -0.1 0.5
O -1.7129 -0.8088 3.4588 -2.3 -1.1 0.5
H 0.3583 0.7763 3.2599 -0.2 -0.2 -0.1
H 4.1111 -1.4857 -3.0707 -0.1 -0.1 -0.1
H -2.0811 1.4478 -2.2258 -0.9 -0.3 0.5
H 3.4999 -0.7297 -0.6744 -0.2 -0.2 0.4
C -4.2555 -0.5361 3.5250 -0.2 0.1 -1.2
H 4.6644 3.1917 -0.7928 0.3 0.2 -0.4
H -1.9954 -0.3834 2.6459 0.5 0.5 -0.5
H 2.1513 -5.3834 4.5925 0.7 0.7 0.1
H -4.2166 0.4521 3.9833 0.7 0.2 0.0
O 2.2018 -0.7804 2.1197 0.5 -2.3 -0.7
H 1.9252 2.0017 -2.0650 -0.5 0.4 0.9
C -4.2209 2.2967 -0.3618 -0.5 1.0 0.9
H -2.0348 3.5918 -2.3868 -0.2 0.3 0.0
H 2.0067 -2.9735 3.9955 0.2 0.5 -0.7
H 0.7785 -0.5827 4.3452 0.2 -0.1 -0.4
H 3.0483 -0.1423 -4.6953 0.0 -0.2 -0.3
O 3.7286 3.3933 -0.8651 0.0 -0.4 0.0
H -1.8292 -2.0361 0.7129 0.3 0.0 0.1
C -2.9938 -1.4393 3.8354 -1.0 1.1 0.2
O -4.5700 -0.4307 2.1144 0.1 -0.5 0.1
H 3.4189 -3.8199 -0.9383 -0.3 0.0 -0.3
H 3.5892 -2.9297 0.5403 -0.4 0.0 0.3
C -3.2814 -2.1106 -0.8618 0.8 -1.9 -0.5
H 1.2967 1.0453 4.6921 0.0 0.1 0.2
H -2.6273 -3.5832 0.6347 -0.3 0.0 -0.1
O 3.3400 -1.5768 -2.5061 -1.0 -0.2 -0.2
H -5.2361 -0.8955 3.8372 0.6 -0.9 0.9
C 1.1383 0.3352 3.8804 0.1 1.6 0.4
H 1.4631 -2.8897 0.4850 -0.4 -0.4 0.3
H -4.0857 -1.5896 -0.3423 0.2 0.0 0.5
O -2.5391 1.2283 1.1395 -0.2 -0.6 0.0
B 0.1155 0.0813 0.0935 -0.9 -1.6 -0.4
H 3.4766 2.0942 -3.7781 0.5 -0.5 0.1
C -2.1971 -2.7927 0.0198 -1.3 1.5 0.4
H -0.6271 0.4528 -0.5954 -3.7 1.4 -2.3
C 2.4557 1.7261 -3.8802 0.3 0.2 -1.0
H 4.8519 -1.7343 -1.1979 0.1 -0.3 0.6
H 0.3351 0.8269 0.8418 1.1 3.1 2.6
H 0.4130 -3.5785 4.1290 -0.5 0.1 -0.5
H -3.1786 -2.3932 3.3414 0.4 0.0 -0.4
C 3.7652 -1.6831 -1.1313 0.4 0.1 -0.8
O 1.0755 0.1580 -5.1280 -0.6 -0.6 0.2
H 0.7121 0.3342 -5.9989 -0.1 -0.1 -0.1
H -1.7247 0.9976 0.6865 0.1 -0.2 -0.3
H 0.5700 1.8519 -0.2983 0.0 -0.1 0.3
H 1.3296 3.1753 1.4023 -0.4 -0.2 -0.1
O 1.7415 -2.6605 -0.4047 0.0 -0.2 -1.0
H -1.9072 4.3592 -3.9836 0.6 0.2 0.0
H -3.0582 -1.6493 4.9031 0.6 0.2 0.1
C 2.4237 0.1896 3.0946 -0.2 0.2 0.2
C 3.1727 2.9887 0.3681 -0.9 0.4 0.2
H 1.0450 -2.4496 2.0674 -0.1 0.7 0.1
H 2.8063 0.9928 2.4648 -0.4 1.2 0.9
O 0.8779 2.6957 -0.6370 1.2 2.2 0.5
H -0.7223 2.0434 -4.6546 0.3 0.1 0.4
H 3.2220 -0.0651 3.7918 0.1 -0.6 -0.3
H 1.5291 -0.4613 1.5137 -0.1 0.3 -0.2
H -3.6952 -2.9026 -1.4860 -0.6 -0.3 0.3
In 0.2161 -1.3488 -2.6859 0.3 1.7 2.3
H 1.0034 -0.0897 -0.4954 4.3 -0.8 -2.2
H -5.1366 1.9649 0.1275 0.2 -0.7 0.2
H 2.6907 -5.1333 2.8727 0.0 -0.4 0.2
H 0.2543 3.6103 -2.1198 -0.4 -0.5 0.8
C 1.6849 3.3933 0.3952 0.7 -1.0 -0.1
O 1.0811 -3.4077 2.1157 -0.5 0.6 0.2
```
Positions in Å, forces in eV/Å.

---

Q: What is the orbital gap in the first record?
A: 9.07 eV